# 1
C36H37AuNOP2SSi as an isolated structure at a distorted geometry. Source: OMol25; level of theory: ωB97M-V/def2-TZVPD.

Each line ends with the Mulliken charge.
Atoms and positions in Å:
Au (0.8973, 1.6237, -0.0260)  0.85
C (-2.3418, 0.9371, -1.4869)  -1.27
C (-2.7899, -0.4185, -0.8907)  -1.62
P (-1.4957, -1.5034, 0.0031)  2.10
C (-1.3693, -2.8813, -1.1750)  0.51
C (-1.2494, -4.2222, -0.8142)  -0.34
C (-1.0643, -5.1942, -1.7847)  -0.91
C (-1.0184, -4.8524, -3.1265)  -0.56
C (-1.1562, -3.5218, -3.4990)  -1.06
C (-1.3137, -2.5475, -2.5318)  0.04
C (-2.2776, -2.0710, 1.5220)  1.19
C (-3.4150, -1.4413, 2.0388)  -0.44
C (-4.0225, -1.9238, 3.1844)  -0.96
C (-3.5141, -3.0363, 3.8348)  -0.56
C (-2.3519, -3.6341, 3.3647)  -1.12
C (-1.7269, -3.1410, 2.2368)  -0.66
P (-1.3505, 1.9593, -0.3115)  0.73
C (-2.4278, 2.2135, 1.1203)  0.61
C (-1.8241, 2.3536, 2.3671)  -0.56
C (-2.5938, 2.6563, 3.4830)  -0.72
C (-3.9668, 2.8075, 3.3562)  -0.58
C (-4.5767, 2.6542, 2.1162)  -0.78
C (-3.8115, 2.3643, 0.9975)  -0.29
C (-1.3072, 3.5783, -1.1428)  0.73
C (-0.5319, 3.6690, -2.3022)  -0.26
C (-0.3655, 4.8885, -2.9335)  -0.77
C (-0.9596, 6.0277, -2.4051)  -0.56
C (-1.7132, 5.9447, -1.2453)  -0.73
C (-1.8834, 4.7243, -0.6065)  -0.71
H (-3.2007, 1.5452, -1.7745)  0.84
H (-1.7194, 0.7904, -2.3713)  0.64
H (-3.1950, -1.0814, -1.6517)  0.92
H (-3.5611, -0.1831, -0.1654)  0.51
H (-1.3149, -4.5341, 0.2160)  0.33
H (-0.9599, -6.2274, -1.4821)  0.47
H (-0.8719, -5.6140, -3.8803)  0.43
H (-1.1314, -3.2368, -4.5416)  0.48
H (-1.3582, -1.5130, -2.8439)  0.24
H (-3.8360, -0.5661, 1.5683)  0.23
H (-4.9005, -1.4257, 3.5714)  0.48
H (-4.0044, -3.4252, 4.7164)  0.41
H (-1.9287, -4.4813, 3.8863)  0.45
H (-0.7943, -3.5689, 1.9234)  0.35
H (-0.7493, 2.2333, 2.4527)  0.35
H (-2.1206, 2.7838, 4.4472)  0.44
H (-4.5658, 3.0562, 4.2221)  0.43
H (-5.6475, 2.7756, 2.0186)  0.46
H (-4.2920, 2.2753, 0.0297)  0.33
H (-0.0501, 2.7830, -2.7015)  0.26
H (0.2423, 4.9546, -3.8255)  0.43
H (-0.8237, 6.9831, -2.8936)  0.38
H (-2.1617, 6.8353, -0.8260)  0.42
H (-2.4615, 4.6703, 0.3067)  0.34
O (0.0670, -0.4200, 0.6266)  -0.64
N (0.9816, -1.3684, 0.1685)  0.70
C (1.3973, -2.3389, 1.0434)  -0.63
C (2.2421, -3.3165, 0.6529)  -1.14
C (2.7053, -3.3370, -0.6934)  -0.38
C (2.3290, -2.3469, -1.5459)  -1.29
C (1.4635, -1.3094, -1.1196)  1.08
S (0.9580, -0.0795, -2.0859)  -0.52
H (1.0135, -2.2516, 2.0441)  0.90
H (2.5515, -4.0622, 1.3690)  0.55
H (3.3711, -4.1240, -1.0195)  0.53
H (2.6719, -2.3142, -2.5674)  0.60
C (6.5531, 1.8987, -1.4785)  -0.98
Si (5.9014, 0.9729, 0.0093)  -0.04
C (6.0510, -0.8758, -0.2965)  -0.89
C (6.7183, 1.4697, 1.6112)  -0.95
C (4.0872, 1.2743, 0.0855)  -0.93
C (2.8874, 1.4845, 0.1016)  0.47
H (7.6388, 1.8075, -1.5614)  0.32
H (6.3083, 2.9601, -1.4288)  0.32
H (6.1129, 1.4925, -2.3905)  0.29
H (7.0946, -1.1974, -0.3380)  0.37
H (5.5870, -1.1261, -1.2531)  0.23
H (5.5519, -1.4495, 0.4869)  0.24
H (7.8008, 1.3380, 1.5436)  0.31
H (6.3592, 0.8612, 2.4422)  0.30
H (6.5239, 2.5160, 1.8491)  0.32

Results
charge	+1
HOMO-LUMO gap	0.1764	Eh
HOMO	-9.503	eV

***

# 2
C36H37CrO3P2S2 as an isolated structure. Source: OMol25; level of theory: ωB97M-V/def2-TZVPD.

Each line ends with the Mulliken charge.
Atoms and positions in Å:
Cr (-1.5669, 0.2205, 1.0467)  0.76
C (2.3450, -0.1317, -0.2557)  -1.85
P (0.5459, -0.5609, -0.3215)  1.17
C (0.0317, -0.0100, -1.9901)  0.60
C (0.4186, 1.2602, -2.4210)  -0.49
C (-0.0604, 1.7835, -3.6113)  -0.53
C (-0.9513, 1.0538, -4.3852)  -0.74
C (-1.3572, -0.2017, -3.9587)  -0.89
C (-0.8719, -0.7289, -2.7696)  -0.33
C (0.6019, -2.3820, -0.4171)  0.56
C (0.3116, -3.0885, 0.7473)  -0.55
C (0.4403, -4.4712, 0.7835)  -0.68
C (0.8523, -5.1565, -0.3477)  -0.57
C (1.1432, -4.4599, -1.5159)  -0.70
C (1.0273, -3.0807, -1.5484)  -0.36
P (2.9189, 0.7778, 1.2547)  0.06
C (2.2277, 2.4571, 0.9476)  0.92
C (2.4496, 3.1786, -0.2248)  -0.54
C (1.8826, 4.4293, -0.4067)  -0.42
C (1.1015, 4.9957, 0.5944)  -0.55
C (0.9125, 4.3132, 1.7882)  -0.59
C (1.4767, 3.0517, 1.9591)  -1.17
C (4.6617, 1.0866, 0.7853)  0.79
C (5.3478, 2.0444, 1.5367)  -0.52
C (6.6812, 2.3173, 1.2925)  -0.65
C (7.3605, 1.6237, 0.2976)  -0.45
C (6.6953, 0.6659, -0.4460)  -0.69
C (5.3523, 0.3981, -0.2055)  -0.35
H (2.6177, 0.3962, -1.1733)  0.80
H (2.8656, -1.0928, -0.2623)  0.92
H (1.0899, 1.8573, -1.8201)  0.07
H (0.2633, 2.7644, -3.9336)  0.50
H (-1.3220, 1.4579, -5.3170)  0.40
H (-2.0443, -0.7830, -4.5579)  0.50
H (-1.1973, -1.7161, -2.4674)  0.39
H (-0.0222, -2.5596, 1.6340)  0.20
H (0.2155, -5.0057, 1.6961)  0.44
H (0.9517, -6.2329, -0.3215)  0.42
H (1.4735, -4.9932, -2.3963)  0.45
H (1.2787, -2.5471, -2.4569)  0.46
H (3.0820, 2.7608, -1.0000)  0.51
H (2.0634, 4.9750, -1.3229)  0.45
H (0.6737, 5.9791, 0.4583)  0.44
H (0.3516, 4.7679, 2.5951)  0.49
H (1.3623, 2.5357, 2.9073)  0.71
H (4.8308, 2.5873, 2.3200)  0.34
H (7.1925, 3.0649, 1.8824)  0.39
H (8.4041, 1.8324, 0.1079)  0.38
H (7.2188, 0.1214, -1.2196)  0.39
H (4.8609, -0.3550, -0.8056)  0.28
C (-5.5101, 0.4634, -0.7191)  -1.86
C (-4.2796, -0.3285, -0.4069)  0.52
O (-3.2481, 0.2867, -0.0836)  0.11
C (-4.3083, -1.7996, -0.4918)  0.30
C (-3.1117, -2.5123, -0.5264)  0.85
C (-3.1222, -3.8923, -0.6066)  -0.91
C (-4.3362, -4.5669, -0.6393)  -0.57
C (-5.5349, -3.8673, -0.6030)  -0.83
C (-5.5243, -2.4847, -0.5422)  -0.59
H (-5.2560, 1.5170, -0.7974)  0.33
H (-6.2278, 0.3356, 0.0947)  0.43
H (-5.9896, 0.1137, -1.6321)  0.45
H (-2.1648, -1.9886, -0.4944)  0.33
H (-2.1879, -4.4346, -0.6332)  0.35
H (-4.3487, -5.6464, -0.6937)  0.44
H (-6.4758, -4.3991, -0.6232)  0.42
H (-6.4600, -1.9447, -0.5146)  0.46
C (-1.0394, -0.3306, 6.0195)  -0.75
O (-1.7944, -0.9764, 4.9750)  -0.25
C (-1.6586, -0.5697, 3.7380)  0.44
S (-0.6514, 0.7186, 3.2851)  -0.38
S (-2.5453, -1.4131, 2.5581)  -0.45
H (-1.2410, -0.9194, 6.9086)  0.25
H (-1.3918, 0.6922, 6.1386)  0.35
H (0.0208, -0.3449, 5.7728)  0.35
C (-1.8971, 2.9267, -0.6468)  -0.72
O (-1.1467, 2.1372, 0.2873)  0.08
H (-1.2322, 3.6481, -1.1203)  0.26
H (-2.7156, 3.4378, -0.1392)  0.30
H (-2.2860, 2.2502, -1.4013)  0.16
H (-0.5236, 2.6914, 0.7824)  -0.07

Results
spin multiplicity	5
charge	+1
HOMO-LUMO gap (spin up / spin down)	0.2672 / 0.2766	Eh
HOMO (spin up / spin down)	-10.228 / -10.610	eV

***

# 3
C36H37MgN7O2P as an isolated structure at a distorted geometry. Source: OMol25; level of theory: ωB97M-V/def2-TZVPD.

Each line ends with the Mulliken charge.
Atoms and positions in Å:
Mg (-0.4083, 1.0970, 1.1993)  1.10
N (2.1445, 0.8559, -1.2513)  -0.38
C (2.6171, -0.3323, -0.5334)  2.30
C (4.1533, -0.4393, -0.4910)  -0.91
C (4.9694, 0.2837, -1.5691)  -0.49
C (4.8666, -0.2926, -2.9936)  -1.20
N (3.5488, -0.4375, -3.6114)  -0.04
C (2.7209, 0.5663, -3.8765)  0.75
N (3.2175, 1.8026, -4.0397)  -0.41
N (1.5216, 0.2876, -4.4234)  -0.41
C (2.1056, -0.4018, 0.9394)  -0.21
O (2.4443, -1.3775, 1.5833)  -0.73
O (1.3588, 0.5606, 1.3765)  -0.75
H (2.5118, 1.6756, -0.7796)  0.21
H (1.1401, 0.8920, -1.1107)  0.26
H (2.1780, -1.2121, -1.0128)  -1.43
H (4.4359, -1.4934, -0.5001)  0.29
H (4.4688, -0.0584, 0.4819)  0.42
H (6.0212, 0.1591, -1.3044)  0.43
H (4.7688, 1.3589, -1.5359)  0.27
H (5.2858, -1.2960, -2.9685)  0.48
H (5.4875, 0.2959, -3.6740)  0.35
H (3.1276, -1.3495, -3.5345)  0.27
H (4.1092, 2.0261, -3.6348)  0.21
H (2.5886, 2.5702, -4.1964)  0.24
H (1.1071, -0.6129, -4.2467)  0.13
H (0.8739, 1.0382, -4.5892)  0.26
C (1.9769, 4.9157, 1.5828)  -0.99
C (1.5690, 3.5807, 1.6770)  -0.25
N (0.3250, 3.1992, 1.4547)  0.30
C (-0.6019, 4.1428, 1.1835)  -0.02
C (-0.3011, 5.5110, 1.1067)  0.90
C (1.0405, 5.8803, 1.2981)  -0.59
C (-1.3524, 6.4469, 0.8328)  -0.80
C (-2.6128, 6.0217, 0.5986)  -0.81
C (-2.9419, 4.6261, 0.6302)  1.08
C (-4.2203, 4.1180, 0.3344)  -0.74
C (-4.4320, 2.7642, 0.3738)  -0.95
C (-3.3758, 1.9150, 0.7321)  -0.13
N (-2.1716, 2.3660, 1.0234)  0.20
C (-1.9474, 3.6934, 0.9449)  -0.39
H (3.0127, 5.1796, 1.7448)  0.42
H (2.2552, 2.7904, 1.9617)  0.62
H (1.3236, 6.9243, 1.2279)  0.45
H (-1.1145, 7.5035, 0.8177)  0.42
H (-3.4004, 6.7345, 0.3863)  0.42
H (-5.0208, 4.7977, 0.0673)  0.45
H (-5.3958, 2.3441, 0.1225)  0.46
H (-3.4970, 0.8414, 0.7550)  0.24
N (-1.2063, -0.1475, -0.0388)  -1.00
P (-1.3192, -1.6021, 0.4661)  1.46
C (-1.1662, -2.0274, 2.2565)  0.45
C (-0.7439, -1.0812, 3.1832)  0.64
C (-0.5847, -1.3998, 4.5233)  -1.06
C (-0.8805, -2.6810, 4.9571)  -0.64
C (-1.3515, -3.6269, 4.0548)  -0.73
C (-1.4875, -3.3055, 2.7136)  -0.34
C (-2.9532, -2.4022, 0.1740)  0.41
C (-4.0433, -1.9329, 0.9088)  -0.05
C (-5.2834, -2.5417, 0.8116)  -0.99
C (-5.4494, -3.6467, -0.0149)  -0.52
C (-4.3774, -4.1199, -0.7542)  -0.77
C (-3.1352, -3.5009, -0.6620)  -0.06
C (-0.1484, -2.7313, -0.3774)  0.47
C (0.6792, -3.6634, 0.2367)  -0.41
C (1.5567, -4.4249, -0.5267)  -0.73
C (1.6115, -4.2629, -1.9022)  -0.62
C (0.7933, -3.3264, -2.5247)  -0.96
C (-0.0779, -2.5609, -1.7633)  -0.60
H (-0.5058, -0.0746, 2.8552)  -0.47
H (-0.2216, -0.6588, 5.2240)  0.47
H (-0.7382, -2.9444, 5.9970)  0.40
H (-1.6091, -4.6212, 4.3959)  0.43
H (-1.8394, -4.0530, 2.0128)  0.53
H (-3.9069, -1.0988, 1.5880)  0.42
H (-6.1189, -2.1736, 1.3947)  0.42
H (-6.4098, -4.1438, -0.0690)  0.39
H (-4.5028, -4.9853, -1.3937)  0.42
H (-2.3002, -3.8826, -1.2347)  0.33
H (0.6543, -3.7871, 1.3105)  0.47
H (2.1925, -5.1549, -0.0419)  0.43
H (2.2959, -4.8637, -2.4890)  0.43
H (0.8151, -3.2154, -3.6029)  0.65
H (-0.7191, -1.8199, -2.2279)  0.45

Results
charge	+1
HOMO-LUMO gap	0.2525	Eh
HOMO	-9.614	eV

***

Electronic energy
In order: -82443.5247, -112741.3828, -67191.4304
Unit: eV
Energy relative to the best compared isomer or geometry (same formula, charge and spin)
In order: 2.6800, 0.0000, 1.6415
Unit: eV